Entry from the OMol25 dataset: a structure of composition C42H63P3PdSi at a distorted geometry (the ωB97M-V functional and the def2-TZVPD basis).

Properties
- energy above the lowest of the compared OMol25 structures with the same formula, charge and spin (kJ/mol) = 80.2
- molecular weight (g mol⁻¹) = 795.4
- gap between HOMO and LUMO (spin up / spin down) (eV) = 6.654 / 6.654
- electronic energy (a.u.) = -3079.62654

The geometry in ORCA input format:
```
! RIJCOSX wB97M-V def2-TZVPD def2/J DEFGRID3
* xyz 0 1
Pd 0.0336 -0.3878 0.4582
C 3.8312 -1.8310 1.9030
C 3.9676 -1.0671 0.5899
C 3.6603 -1.9627 -0.6022
P 2.7510 0.3581 0.6467
C 3.7313 1.5209 1.7877
C 2.8581 1.8494 2.9956
C 4.2131 2.8043 1.1278
C 3.0146 1.1043 -1.0106
C 4.2771 1.1845 -1.5891
C 4.4504 1.7953 -2.8181
C 3.3523 2.2771 -3.5145
C 2.0889 2.1452 -2.9699
C 1.9099 1.5970 -1.7083
Si 0.1983 1.4910 -0.8878
C 0.0771 2.9826 0.2968
C 0.9378 4.0669 0.1861
C 0.9223 5.0807 1.1273
C 0.0272 5.0183 2.1828
C -0.8592 3.9580 2.2861
C -0.8297 2.9232 1.3595
P -2.0121 1.5092 1.3258
C -3.5485 2.6197 1.2812
C -3.6011 3.2763 -0.0955
C -4.8769 1.9312 1.5808
C -2.0338 0.7937 3.0686
C -0.6480 0.1993 3.3165
C -2.4539 1.6627 4.2513
C -1.2103 1.5122 -2.1767
C -1.4077 2.6251 -2.9775
C -2.3897 2.6334 -3.9538
C -3.2083 1.5270 -4.1071
C -3.0523 0.4252 -3.2850
C -2.0474 0.3978 -2.3205
P -1.7763 -1.0304 -1.2121
C -0.8319 -2.2109 -2.3152
C 0.4282 -1.5048 -2.8018
C -1.6241 -2.7951 -3.4790
C -3.4530 -1.8677 -1.0542
C -4.4224 -0.8686 -0.4399
C -3.2590 -3.0562 -0.1165
H 4.5248 -2.6699 1.9394
H 2.8134 -2.2113 1.9872
H 4.0361 -1.1843 2.7565
H 4.9847 -0.6636 0.5003
H 2.6186 -2.2853 -0.5545
H 4.3067 -2.8405 -0.5936
H 3.8200 -1.4319 -1.5395
H 4.6048 0.9528 2.1293
H 1.9992 2.4424 2.6835
H 3.4168 2.4235 3.7339
H 2.5021 0.9352 3.4684
H 3.3706 3.3751 0.7467
H 4.8967 2.6059 0.3078
H 4.7370 3.4196 1.8585
H 5.1349 0.7708 -1.0808
H 5.4428 1.8973 -3.2280
H 3.4859 2.7569 -4.4732
H 1.2225 2.4815 -3.5200
H 1.6156 4.1118 -0.6559
H 1.6034 5.9159 1.0412
H 0.0070 5.8033 2.9252
H -1.5628 3.9492 3.1040
H -3.3880 3.3999 2.0342
H -3.6836 2.5215 -0.8761
H -2.7022 3.8593 -0.2868
H -4.4618 3.9392 -0.1707
H -5.2469 1.4053 0.7063
H -5.6220 2.6798 1.8520
H -4.7977 1.2239 2.4028
H -2.7533 -0.0366 2.9834
H 0.0859 1.0007 3.4208
H -0.3465 -0.4552 2.4607
H -0.6382 -0.4023 4.2253
H -1.6647 2.3596 4.5243
H -2.6354 1.0199 5.1139
H -3.3682 2.2170 4.0534
H -0.7890 3.5009 -2.8294
H -2.5166 3.4968 -4.5913
H -3.9749 1.5215 -4.8687
H -3.7186 -0.4164 -3.4048
H -0.5148 -3.0163 -1.6407
H 0.1832 -0.6475 -3.4278
H 1.0449 -2.1870 -3.3836
H 1.0092 -1.1594 -1.9397
H -2.0623 -2.0092 -4.0906
H -2.4099 -3.4617 -3.1316
H -0.9553 -3.3793 -4.1097
H -3.8310 -2.2094 -2.0225
H -4.0281 -0.5368 0.5213
H -5.4027 -1.3181 -0.2822
H -4.5408 0.0018 -1.0835
H -2.8264 -2.7157 0.8259
H -2.5795 -3.7900 -0.5448
H -4.2100 -3.5459 0.0930
C 2.4244 -5.2476 1.1657
C 1.0518 -5.0143 0.5218
C 1.1121 -5.4090 -0.9615
C -0.0147 -5.8426 1.2490
C 0.7141 -3.5908 0.6117
C 0.4634 -2.4134 0.7339
H 2.7021 -6.2997 1.1049
H 2.4010 -4.9471 2.2118
H 3.1874 -4.6616 0.6587
H 1.4270 -6.4464 -1.0589
H 1.8207 -4.7804 -1.4994
H 0.1375 -5.3029 -1.4352
H 0.1885 -6.9069 1.1438
H -1.0035 -5.6385 0.8421
H -0.0328 -5.5989 2.3097
*
```